The following is a quantum chemistry calculation of C25H44AlCl2CsF3InNNaO15PSSi2 as an isolated structure, from the OMol25 dataset.

Calculated values
**HOMO level**: -9.90 eV
**Lowest unoccupied orbital energy**: -8.465 eV
**Energy**: -144631.111 eV
**Charge**: +1
**2S+1**: 1

Last column: Löwdin charge in e.
CARTESIAN COORDINATES (ANGSTROEM)
C 4.20 2.60 -3.16  -0.06
C 3.02 2.81 -4.17  -0.54
O 3.40 3.54 -5.33  -0.05
C 2.44 1.40 -4.53  -0.26
In 0.56 1.16 -3.30  0.34
P -1.22 2.56 -4.55  0.41
O -2.46 3.08 -3.46  -0.47
Cl -1.99 1.21 -6.01  -0.19
H 4.43 3.51 -2.58  0.08
H 3.85 1.79 -2.48  0.06
H 5.09 2.19 -3.67  0.09
H 2.24 3.38 -3.60  0.09
H 3.33 4.47 -5.09  0.08
H 3.17 0.59 -4.36  0.01
H 2.15 1.38 -5.60  0.04
H 0.90 1.93 -1.70  -0.07
H 0.06 -0.54 -3.08  -0.11
H -2.24 3.99 -3.25  0.04
Na -2.33 3.33 -6.84  0.46
Cs -3.30 0.02 -4.36  1.02
O -6.63 0.34 -1.15  -0.34
Cl -7.68 0.51 -0.19  0.68
O -7.21 1.27 0.93  -0.31
O -8.09 -0.83 0.27  -0.59
O -8.82 1.15 -0.79  -0.29
Al -7.94 -2.74 0.56  0.90
C 2.98 2.09 0.86  -0.03
C 2.35 2.47 2.17  -0.50
O 2.91 2.29 3.22  0.04
C 0.98 3.09 2.11  -0.01
H 3.97 1.66 1.05  0.08
H 2.37 1.35 0.34  0.05
H 3.11 2.98 0.23  0.09
H 0.27 2.40 1.65  0.08
H 1.02 4.02 1.54  0.09
H 0.64 3.32 3.12  0.09
O 3.49 -1.99 -5.55  -0.05
H 3.36 -1.89 -4.60  0.01
H 3.91 -1.16 -5.81  0.03
C -6.84 -6.14 -3.89  -0.68
F -8.13 -6.25 -4.21  0.13
F -6.56 -7.15 -3.06  0.12
F -6.15 -6.37 -5.02  0.12
S -6.45 -4.50 -3.15  0.45
O -7.27 -4.42 -1.96  -0.42
O -6.81 -3.53 -4.18  -0.33
O -5.02 -4.54 -2.87  -0.33
C -10.50 2.32 3.39  0.03
C -10.70 3.31 4.26  0.02
C -10.02 3.33 5.57  -0.39
O -10.21 4.23 6.36  0.11
C -9.09 2.21 5.88  0.02
C -8.89 1.23 5.01  0.02
C -9.57 1.21 3.70  -0.38
O -9.39 0.31 2.90  0.09
H -10.99 2.29 2.42  0.13
H -11.38 4.13 4.05  0.12
H -8.60 2.25 6.84  0.12
H -8.22 0.40 5.21  0.12
C 4.43 4.82 4.44  0.03
C 4.99 4.98 5.64  0.03
C 5.39 6.31 6.12  -0.39
O 5.90 6.46 7.21  0.11
C 5.15 7.47 5.23  0.02
C 4.59 7.31 4.03  0.02
C 4.19 5.97 3.55  -0.38
O 3.67 5.82 2.45  0.09
H 4.12 3.85 4.06  0.09
H 5.17 4.14 6.31  0.12
H 5.45 8.44 5.60  0.12
H 4.41 8.14 3.36  0.12
C 2.63 -7.42 -1.29  -0.17
Si 3.74 -6.00 -0.74  0.41
C 4.79 -5.51 -2.23  -0.12
C 4.86 -6.68 0.61  -0.12
N 2.73 -4.68 -0.18  0.11
Si 3.37 -3.16 0.43  0.41
C 4.37 -2.24 -0.87  -0.12
C 4.43 -3.40 1.96  -0.12
C 1.94 -2.06 0.91  -0.16
H 3.24 -8.25 -1.65  0.04
H 2.01 -7.77 -0.46  0.04
H 1.97 -7.10 -2.10  0.04
H 5.22 -6.41 -2.66  0.06
H 5.61 -4.85 -1.95  0.03
H 4.18 -5.02 -2.99  0.05
H 4.29 -6.87 1.52  0.05
H 5.67 -5.99 0.84  0.03
H 5.30 -7.61 0.27  0.06
H 5.33 -2.71 -1.06  0.04
H 4.56 -1.23 -0.51  0.06
H 3.82 -2.17 -1.81  0.04
H 3.92 -4.02 2.70  0.05
H 4.63 -2.42 2.41  0.06
H 5.40 -3.85 1.73  0.03
H 1.33 -2.52 1.69  0.04
H 1.30 -1.85 0.05  0.04
H 2.32 -1.11 1.29  0.03